(1)
The following is a quantum chemistry calculation of 8 unconnected molecules or ions with the total composition C48H120N8 at a distorted geometry, from the OMol25 dataset.

HOMO-LUMO gap, eV: 8.6
Highest occupied orbital energy, eV: -8.03
SMILES string: CCN(CC)CC.CCN(CC)CC.CCN(CC)CC.CCN(CC)CC.CCN(CC)CC.CCN(CC)CC.CCN(CC)CC.CCN(CC)CC
Molar mass, g/mol: 809.5
F_max, eV Å⁻¹: 1.93
LUMO, eV: 0.60
Relative energy (zero: lowest compared OMol25 entry of this formula, charge and spin), eV: 0.991

Positions of all 176 atoms, in Å:
C -0.153 -0.331 3.702
C 0.324 -0.589 5.127
N -0.762 -1.185 5.929
C -1.142 -2.518 5.498
C -0.052 -3.588 5.537
C -0.442 -1.031 7.348
C -1.333 -1.868 8.284
H 0.557 0.232 3.095
H -1.029 0.321 3.736
H -0.508 -1.233 3.207
H 1.226 -1.207 5.210
H 0.544 0.370 5.601
H -2.033 -2.804 6.062
H -1.589 -2.432 4.504
H -0.463 -4.592 5.668
H 0.621 -3.538 4.684
H 0.524 -3.492 6.465
H -0.594 0.002 7.662
H 0.594 -1.354 7.518
H -2.402 -1.679 8.189
H -1.032 -1.726 9.321
H -1.177 -2.921 8.041
C 4.552 -2.537 -3.605
C 5.941 -3.141 -3.509
N 6.904 -2.283 -2.827
C 8.301 -2.667 -3.032
C 9.225 -1.504 -2.677
C 6.602 -1.930 -1.436
C 6.849 -3.067 -0.438
H 4.074 -2.470 -2.625
H 3.877 -3.187 -4.170
H 4.462 -1.546 -4.052
H 5.819 -4.092 -2.973
H 6.341 -3.254 -4.515
H 8.499 -3.594 -2.484
H 8.457 -2.810 -4.103
H 8.711 -0.577 -2.931
H 9.463 -1.444 -1.611
H 10.183 -1.577 -3.190
H 5.529 -1.734 -1.392
H 7.126 -1.033 -1.113
H 6.416 -4.002 -0.787
H 6.459 -2.783 0.544
H 7.911 -3.180 -0.196
C -0.431 1.314 0.662
C -0.107 0.818 -0.744
N -0.505 -0.583 -0.920
C -1.956 -0.661 -1.095
C -2.486 -2.051 -0.769
C 0.107 -1.194 -2.108
C 1.644 -1.208 -2.068
H -0.076 2.327 0.852
H 0.100 0.713 1.411
H -1.481 1.183 0.926
H -0.715 1.491 -1.369
H 0.954 0.948 -0.936
H -2.564 0.096 -0.599
H -2.160 -0.415 -2.155
H -1.934 -2.827 -1.293
H -2.460 -2.123 0.318
H -3.509 -2.193 -1.129
H -0.184 -0.769 -3.077
H -0.245 -2.225 -2.093
H 2.006 -1.617 -1.126
H 1.902 -0.164 -2.233
H 2.025 -1.858 -2.851
C 3.999 7.979 -2.877
C 3.150 8.198 -1.587
N 3.370 7.257 -0.495
C 4.760 7.148 -0.106
C 5.342 8.518 0.318
C 2.791 5.957 -0.806
C 2.677 5.027 0.377
H 5.074 8.095 -2.806
H 3.599 8.753 -3.541
H 3.681 7.051 -3.351
H 3.242 9.227 -1.239
H 2.110 8.092 -1.899
H 5.412 6.764 -0.902
H 4.893 6.560 0.801
H 4.723 8.921 1.121
H 5.292 9.235 -0.501
H 6.370 8.408 0.655
H 1.772 6.060 -1.190
H 3.372 5.438 -1.584
H 2.239 4.062 0.123
H 3.663 4.841 0.814
H 2.101 5.439 1.209
C 3.730 -1.793 3.393
C 3.050 -2.366 2.125
N 3.528 -3.668 1.711
C 3.120 -4.014 0.348
C 1.614 -4.257 0.172
C 3.281 -4.713 2.700
C 3.718 -6.101 2.264
H 4.802 -1.958 3.414
H 3.225 -2.155 4.289
H 3.473 -0.733 3.354
H 1.955 -2.309 2.203
H 3.302 -1.671 1.318
H 3.355 -3.134 -0.258
H 3.722 -4.850 0.000
H 1.447 -4.285 -0.914
H 1.304 -5.231 0.546
H 1.022 -3.394 0.474
H 2.205 -4.763 2.932
H 3.858 -4.467 3.592
H 4.756 -6.043 1.925
H 3.171 -6.444 1.381
H 3.544 -6.831 3.049
C -5.799 -0.473 -3.850
C -5.655 1.003 -3.536
N -6.068 1.424 -2.188
C -6.034 2.854 -2.028
C -7.021 3.606 -2.904
C -5.366 0.697 -1.150
C -6.237 0.534 0.105
H -4.999 -1.092 -3.444
H -5.752 -0.564 -4.939
H -6.757 -0.930 -3.598
H -4.620 1.359 -3.691
H -6.246 1.550 -4.274
H -6.326 3.080 -1.000
H -5.039 3.288 -2.234
H -6.746 3.585 -3.963
H -8.041 3.250 -2.761
H -6.998 4.685 -2.726
H -4.432 1.194 -0.849
H -5.154 -0.323 -1.452
H -6.570 1.508 0.463
H -5.642 0.082 0.905
H -7.089 -0.124 -0.059
C -4.912 5.403 5.097
C -4.337 5.195 3.681
N -3.426 4.047 3.630
C -2.242 4.270 4.446
C -1.557 2.950 4.795
C -3.097 3.721 2.251
C -4.247 3.247 1.381
H -5.035 4.505 5.700
H -5.890 5.884 5.022
H -4.296 6.097 5.676
H -5.232 5.002 3.095
H -3.832 6.120 3.372
H -1.537 4.949 3.945
H -2.534 4.711 5.395
H -2.282 2.266 5.240
H -0.968 2.456 4.026
H -0.829 3.094 5.603
H -2.328 2.945 2.319
H -2.614 4.530 1.675
H -3.936 2.920 0.390
H -4.951 4.066 1.213
H -4.811 2.426 1.828
C -3.456 -5.368 -3.010
C -4.216 -4.267 -3.758
N -3.532 -3.712 -4.935
C -2.237 -3.142 -4.541
C -1.942 -1.973 -5.497
C -3.351 -4.655 -6.048
C -4.692 -5.152 -6.595
H -2.529 -4.952 -2.604
H -3.281 -6.221 -3.663
H -3.956 -5.688 -2.093
H -5.202 -4.658 -4.019
H -4.394 -3.407 -3.110
H -1.479 -3.922 -4.711
H -2.130 -2.812 -3.512
H -1.817 -2.291 -6.533
H -1.086 -1.329 -5.282
H -2.792 -1.286 -5.523
H -2.750 -4.151 -6.801
H -2.691 -5.460 -5.694
H -5.424 -4.349 -6.516
H -4.642 -5.505 -7.622
H -5.036 -5.969 -5.960

Löwdin population analysis, charges in e, atoms 1 to 8:
1. C -0.093
2. C -0.238
3. N -0.192
4. C -0.267
5. C -0.072
6. C -0.257
7. C -0.094
8. H 0.052

***

(2)
The following is a quantum chemistry calculation of C7H12N2 in the gas phase at a distorted geometry, from the OMol25 dataset.

HOMO-LUMO gap, eV: 9.8
Highest occupied orbital energy, eV: -8.90
Molar mass, g/mol: 124.2
F_max, eV Å⁻¹: 7.76
LUMO, eV: 0.94
Relative energy (zero: lowest compared OMol25 entry of this formula, charge and spin), eV: 6.136

Positions of all 21 atoms, in Å:
C 1.338 -0.620 -0.850
C 1.542 0.915 -0.514
C 0.595 0.999 0.684
C 0.563 -1.245 0.278
C -0.901 -0.935 0.431
C -2.152 -0.445 -0.384
C -0.784 0.573 0.285
H 2.344 -1.153 -0.634
H 0.650 -0.949 -1.693
H 2.679 1.106 -0.408
H 1.126 1.719 -1.292
H 0.775 2.058 1.281
H 1.941 -0.044 1.610
H 0.843 -2.265 0.428
H -1.157 -1.258 1.422
H -1.902 -0.327 -1.371
H -3.085 -1.107 -0.217
H -2.601 1.607 -0.169
H -0.489 0.955 -0.773
N 0.905 -0.290 1.525
N -2.229 0.706 0.362

natural (NBO) population analysis, charges in e, atoms 1 to 8:
1. C -0.463
2. C -0.450
3. C -0.068
4. C -0.053
5. C -0.276
6. C -0.191
7. C -0.064
8. H 0.227

***

(3)
The following is a quantum chemistry calculation of C2H2ClNO2 in the gas phase at a distorted geometry, from the OMol25 dataset.

HOMO-LUMO gap (alpha / beta), eV: 7.8 / 7.8
Highest occupied orbital energy (alpha / beta), eV: -9.50 / -9.50
Molar mass, g/mol: 107.5
F_max, eV Å⁻¹: 5.30
LUMO (alpha / beta), eV: -1.70 / -1.70
Relative energy (zero: lowest compared OMol25 entry of this formula, charge and spin), eV: 8.222

Positions of all 8 atoms, in Å:
C -0.188 -0.369 0.119
C -1.331 0.130 -0.171
N -2.082 0.894 -0.942
O -2.172 0.761 -2.175
O -2.803 -2.010 0.607
Cl -2.775 -0.548 0.907
H -0.042 -1.094 0.931
H 0.853 -0.077 -0.436

Just the natural (NBO) charges please, in e? Sure, here they are:
1. C -0.378
2. C 0.038
3. N 0.052
4. O -0.241
5. O -0.795
6. Cl 0.821
7. H 0.253
8. H 0.249

***

(4)
The following is a quantum chemistry calculation of 7 unconnected molecules or ions with the total composition C24H67BNO18P2S6, from the OMol25 dataset.

HOMO-LUMO gap, eV: 4.5
Highest occupied orbital energy, eV: -3.11
Net charge: -1
Molar mass, g/mol: 923.0
F_max, eV Å⁻¹: 0.28
LUMO, eV: 1.44

Positions of all 119 atoms, in Å:
C -0.646 -0.778 5.480
C -0.205 0.485 6.238
P 0.370 1.797 5.066
C 1.049 3.038 6.288
C 1.623 4.289 5.618
B -1.199 2.532 4.045
N -0.789 3.799 3.258
P -2.979 2.949 4.872
C -2.829 2.903 6.736
C -3.919 1.366 4.660
H -1.661 -0.683 5.094
H -0.616 -1.655 6.136
H 0.008 -0.971 4.625
H -1.008 0.810 6.910
H 0.658 0.237 6.864
H 0.334 3.338 7.058
H 1.855 2.507 6.813
H 2.229 4.016 4.749
H 2.258 4.859 6.307
H 0.830 4.952 5.266
H -1.447 1.616 3.267
H -0.879 4.650 3.799
H 0.163 3.763 2.907
H -3.254 1.984 7.152
H -1.789 2.946 7.043
H -3.356 3.751 7.185
H -3.345 0.466 4.888
H -4.245 1.299 3.617
H -4.812 1.381 5.294
O -1.924 1.777 -0.866
S -3.127 1.996 -0.108
O -3.711 0.890 0.589
O -4.224 2.613 -1.105
C -4.447 1.914 -2.351
C -5.316 0.686 -2.199
C -2.963 3.386 0.934
H -3.478 1.666 -2.788
H -4.925 2.657 -2.990
H -4.819 -0.085 -1.613
H -5.529 0.291 -3.193
H -6.254 0.941 -1.703
H -2.588 4.208 0.330
H -2.257 3.183 1.744
H -3.943 3.615 1.347
O 2.521 -1.423 7.187
S 3.463 -2.008 6.277
O 3.818 -3.386 6.463
O 4.792 -1.122 6.297
C 5.303 -0.747 7.595
C 6.042 -1.880 8.274
C 2.985 -1.696 4.622
H 4.472 -0.381 8.199
H 5.966 0.089 7.378
H 5.367 -2.693 8.535
H 6.509 -1.503 9.186
H 6.819 -2.276 7.620
H 2.726 -0.641 4.533
H 2.107 -2.314 4.444
H 3.801 -1.968 3.958
O -5.021 6.260 -4.899
S -4.126 5.613 -5.813
O -4.062 4.184 -5.829
O -2.676 6.225 -5.639
C -2.133 6.291 -4.282
C -1.655 4.949 -3.786
C -4.427 6.191 -7.448
H -2.895 6.725 -3.635
H -1.315 7.000 -4.384
H -2.479 4.255 -3.630
H -1.143 5.084 -2.832
H -0.958 4.503 -4.495
H -4.460 7.277 -7.437
H -5.389 5.777 -7.741
H -3.639 5.822 -8.097
O -4.621 -0.755 -5.291
S -4.671 -1.990 -6.014
O -5.210 -3.152 -5.376
O -3.229 -2.301 -6.589
C -2.109 -2.170 -5.655
C -2.013 -3.342 -4.709
C -5.497 -1.749 -7.550
H -2.219 -1.220 -5.134
H -1.245 -2.113 -6.314
H -2.851 -3.369 -4.015
H -1.091 -3.247 -4.133
H -1.974 -4.280 -5.263
H -5.075 -0.877 -8.042
H -6.545 -1.588 -7.309
H -5.378 -2.646 -8.153
O 5.316 -0.612 2.440
S 6.286 -1.105 1.509
O 6.661 -2.486 1.558
O 7.584 -0.193 1.610
C 8.041 0.135 2.953
C 8.729 -1.030 3.626
C 5.816 -0.687 -0.132
H 7.182 0.488 3.524
H 8.720 0.969 2.789
H 8.031 -1.840 3.833
H 9.153 -0.687 4.571
H 9.534 -1.416 3.001
H 5.553 0.366 -0.162
H 4.952 -1.306 -0.366
H 6.643 -0.915 -0.799
O -0.399 -5.720 -6.419
S -0.300 -7.018 -7.019
O -0.691 -8.164 -6.259
O 1.176 -7.211 -7.571
C 2.268 -6.886 -6.662
C 2.488 -7.960 -5.623
C -1.137 -7.031 -8.565
H 2.056 -5.916 -6.214
H 3.123 -6.785 -7.327
H 1.651 -8.025 -4.930
H 3.390 -7.720 -5.057
H 2.622 -8.932 -6.097
H -0.819 -6.169 -9.144
H -2.198 -6.973 -8.333
H -0.909 -7.964 -9.074

Löwdin population analysis, charges in e, atoms 1 to 8:
1. C -0.176
2. C -0.466
3. P 0.925
4. C -0.478
5. C -0.201
6. B -0.992
7. N -0.092
8. P 0.826

***

Q: Which formula does entry 4 have?
A: C24H67BNO18P2S6

***

Q: Look up the F_max of the first one.
A: 1.93 eV Å⁻¹

***

Q: molar mass of number 2 (C7H12N2)?
A: 124.2 g/mol